(1)
ORCA calculation (ωB97M-V with the def2-TZVPD basis set) on a 19-piece molecular cluster, C25H16Cl73O5P overall in a non-equilibrium geometry.

Results
* 2S+1: 1
* strongest force on any atom: 3.16 eV/Å
* HOMO energy: -9.99 eV
* calculated total energy: -959843.4034 eV

The geometry in XYZ format:
```
120
Properties=species:S:1:pos:R:3:forces:R:3
C -1.135010 -0.228382 1.296688 -0.4 -0.2 -0.1
C -1.202106 0.949646 0.255486 0.1 -0.6 0.5
C 0.150664 1.225520 -0.465237 -0.6 1.2 0.7
O 0.147328 0.840567 -1.846348 0.8 -0.6 0.0
C 1.435252 0.347600 -2.165453 0.1 -0.1 1.5
O 1.671525 0.378102 -3.576227 1.3 -1.5 -0.5
P 2.354512 -1.071123 -4.037824 -0.6 -2.6 1.4
O 1.360696 -2.173614 -3.797707 1.6 1.8 -0.8
O 3.652203 -1.356587 -3.015570 -1.7 1.3 -1.9
O 3.005289 -1.016831 -5.554292 -1.4 1.1 2.6
C 2.053118 -0.602551 -6.555304 -0.7 -0.1 -2.2
C 0.900491 -1.629257 -6.821023 0.6 0.2 0.1
C 1.356791 -3.115709 -6.841390 -1.0 -0.2 0.3
Cl 2.740884 -3.443352 -7.974232 -0.4 0.4 0.6
H -0.394956 -1.015474 1.023156 -0.5 0.6 0.1
H -2.125982 -0.740043 1.350781 0.7 0.4 0.0
H -0.907205 0.120670 2.331128 0.0 -0.2 -0.8
H -1.531976 1.851091 0.829218 0.3 -0.5 -0.7
H -1.983797 0.721463 -0.492586 0.5 0.2 0.3
H 0.972573 0.745872 0.118209 -0.4 0.2 -0.5
H 0.305012 2.337244 -0.443502 0.1 -1.1 -0.2
H 2.219036 0.956361 -1.641087 -0.5 -0.1 -0.7
H 1.512877 -0.679037 -1.733578 0.0 0.5 -0.6
H 4.264124 -0.603093 -3.046408 0.2 -0.2 0.0
H 2.632464 -0.513383 -7.506290 -0.2 -0.1 0.9
H 1.604085 0.399082 -6.377917 0.5 -0.7 0.3
H 0.469569 -1.412086 -7.830363 0.3 0.1 0.8
H 0.109650 -1.440408 -6.055241 0.5 -0.7 -0.6
H 1.630198 -3.524603 -5.850268 0.0 0.5 -0.6
H 0.494949 -3.718619 -7.215136 0.8 0.4 0.2
C 2.607573 -5.410052 -11.513848 -0.1 0.0 0.0
Cl 2.279952 -6.701169 -10.344561 0.0 0.1 -0.1
Cl 4.348698 -5.079356 -11.555744 -0.2 0.0 0.0
Cl 2.063527 -5.918372 -13.123514 0.1 0.0 0.1
Cl 1.741195 -3.942935 -11.030363 0.0 -0.2 -0.4
C -2.321654 -3.633047 3.876836 0.0 -0.1 0.0
Cl -2.718367 -4.807580 5.141792 0.2 0.0 -0.2
Cl -0.564111 -3.447146 3.745311 -0.3 0.0 0.0
Cl -2.967488 -4.198429 2.325922 0.1 0.1 0.1
Cl -3.054496 -2.071347 4.288440 0.1 -0.1 -0.1
C -0.436868 5.382823 1.638074 0.0 0.1 0.1
Cl 0.606427 6.647354 2.312835 -0.1 -0.1 -0.1
Cl 0.563960 4.029045 1.078176 -0.1 0.5 0.3
Cl -1.562281 4.816089 2.884539 0.2 0.0 -0.2
Cl -1.355235 6.039448 0.272060 0.1 -0.1 0.1
C 1.052806 3.486314 -5.096737 0.0 0.0 0.1
Cl 2.726476 3.068089 -5.510526 -0.1 0.0 0.0
Cl 0.808556 3.291482 -3.352119 0.4 0.4 -0.3
Cl 0.734774 5.168767 -5.555168 0.0 -0.2 0.0
Cl -0.056300 2.416275 -5.973545 0.0 0.2 0.1
C -2.758057 0.157335 7.540984 0.1 -0.1 0.2
Cl -2.700898 1.176910 8.988713 0.2 -0.2 -0.2
Cl -3.807808 0.914627 6.328342 0.0 -0.2 0.1
Cl -1.124377 -0.011257 6.873005 -0.2 0.0 0.0
Cl -3.390870 -1.444072 7.964075 0.2 0.5 0.0
C -6.176958 -4.430582 8.004395 -0.1 0.0 -0.1
Cl -7.399120 -3.419990 8.793868 0.1 -0.1 -0.1
Cl -4.958632 -4.923938 9.195000 -0.1 0.1 -0.1
Cl -6.951954 -5.870637 7.319363 0.1 0.1 0.1
Cl -5.392037 -3.508606 6.710742 -0.4 -0.3 0.1
C 7.498061 -1.612453 -3.989056 0.1 -0.4 -0.1
Cl 7.143456 -2.863428 -2.787671 0.0 0.2 -0.1
Cl 9.248707 -1.356785 -4.080227 -0.3 -0.4 0.0
Cl 6.890507 -2.122985 -5.572028 0.0 0.1 0.2
Cl 6.695766 -0.096956 -3.512208 -0.1 -0.1 0.0
C -9.931059 -0.087603 9.576016 0.0 0.0 -0.1
Cl -10.455593 -1.245108 10.812136 0.1 0.1 -0.1
Cl -8.161451 0.005714 9.570297 -0.4 0.0 -0.1
Cl -10.501363 -0.623902 7.984960 0.0 0.0 0.2
Cl -10.605495 1.511232 9.938216 0.1 -0.2 0.0
C -3.849997 2.399127 -3.091652 0.2 0.0 0.0
Cl -4.372249 1.177514 -1.916980 0.0 0.1 -0.1
Cl -2.085148 2.561252 -3.049643 -0.7 -0.1 0.0
Cl -4.363772 1.908528 -4.716245 0.1 0.1 0.2
Cl -4.588412 3.958724 -2.679071 0.0 -0.1 -0.1
C -5.491324 5.294506 4.482921 -0.1 0.1 -0.1
Cl -6.126645 5.017753 2.851207 0.1 0.0 0.2
Cl -4.245118 6.554850 4.431615 -0.2 -0.2 0.0
Cl -6.807070 5.817817 5.548940 0.1 -0.1 -0.1
Cl -4.792701 3.786905 5.103892 0.0 0.2 0.0
C 10.749710 2.380745 -3.284147 -0.1 0.0 -0.2
Cl 11.964237 1.133006 -3.615374 -0.4 0.3 -0.5
Cl 10.967549 3.733191 -4.409603 0.0 -0.1 0.1
Cl 9.129851 1.692276 -3.488351 0.4 0.7 0.2
Cl 10.939788 2.961606 -1.618470 0.0 -0.1 -0.1
C 14.869649 -0.480067 -1.138336 0.0 0.0 0.1
Cl 15.568933 -0.355025 -2.763282 -0.1 0.0 0.1
Cl 16.078719 0.005314 0.064205 -0.1 -0.1 -0.1
Cl 13.457263 0.583112 -1.024404 0.5 -0.3 0.5
Cl 14.374332 -2.155158 -0.836166 0.1 0.2 0.0
C 6.363078 -7.245360 -3.056818 0.0 0.0 -0.1
Cl 6.409576 -6.327782 -1.540529 0.0 -0.1 -0.1
Cl 5.203031 -6.493172 -4.164990 0.1 -0.1 0.1
Cl 7.974190 -7.243330 -3.796488 -0.2 0.0 0.1
Cl 5.867487 -8.914032 -2.722286 0.1 0.2 0.0
C 2.880648 -1.530038 4.002928 0.0 0.0 0.0
Cl 2.063918 -1.834150 2.457995 0.2 0.1 0.1
Cl 4.092277 -0.253936 3.789150 -0.1 -0.1 0.0
Cl 1.691456 -1.018522 5.214112 0.1 0.0 -0.1
Cl 3.677761 -3.015433 4.545497 -0.3 0.3 0.1
C -9.104628 5.382834 0.023193 0.0 0.0 0.0
Cl -9.481274 4.290690 1.367890 0.0 0.1 -0.1
Cl -10.356755 5.240546 -1.222872 0.3 0.0 0.3
Cl -9.046787 7.052305 0.617003 0.0 -0.2 0.0
Cl -7.530494 4.946923 -0.667078 -0.1 0.0 0.1
C 7.295931 -4.367264 3.863209 0.0 0.0 -0.1
Cl 8.430031 -3.108798 4.383736 -0.1 -0.1 0.0
Cl 8.199935 -5.743965 3.208747 -0.1 0.1 0.1
Cl 6.331249 -4.903266 5.254355 0.1 0.0 -0.1
Cl 6.225437 -3.715094 2.609312 0.3 -0.1 0.0
C -5.743245 2.807319 11.047241 0.0 0.0 -0.1
Cl -7.323739 3.527449 11.401711 0.2 -0.1 0.0
Cl -5.811954 1.062400 11.344526 0.3 0.2 0.2
Cl -5.328280 3.095165 9.349386 -0.3 0.1 0.2
Cl -4.510798 3.539574 12.090545 -0.1 -0.1 -0.1
C -13.053035 4.984013 -4.156093 0.0 0.0 -0.1
Cl -11.390463 4.533487 -4.573992 -0.2 0.0 0.0
Cl -13.307646 4.759899 -2.415185 -0.1 0.0 -0.3
Cl -13.328628 6.683034 -4.578542 0.0 -0.2 0.1
Cl -14.186101 3.959695 -5.055183 0.1 0.1 0.1
```
Forces are in eV/Å.

---

(2)
ORCA calculation (ωB97M-V with the def2-TZVPD basis set) on C25H16ClF2IrN2O4 as an isolated structure.

Results
* 2S+1: 2
* strongest force on any atom: 0.77 eV/Å
* charge: +1
* expectation value of S²: 0.7885
* HOMO energy (alpha / beta): -10.77 / -11.35 eV
* calculated total energy: -58146.0286 eV
* relative energy (zero: lowest compared OMol25 entry of this formula, charge and spin): 2.5 kcal/mol

The geometry in XYZ format:
```
51
Properties=species:S:1:pos:R:3:forces:R:3
Ir -0.025290 -0.194855 0.351962 0.1 -0.3 -0.7
O 0.002154 -3.760843 2.808453 0.0 0.0 -0.1
C -0.159913 -2.691584 2.061388 -0.1 -0.1 -0.1
O 0.573565 -2.395986 1.128687 0.2 0.5 0.1
C -1.333113 -1.852412 2.433198 0.1 -0.1 0.0
C -2.233534 -2.073085 3.459984 0.1 0.0 -0.1
C -3.206309 -1.105691 3.691348 0.0 0.1 -0.1
C -3.234781 0.049694 2.917061 -0.1 -0.1 0.1
C -2.299859 0.196805 1.909742 0.0 0.0 -0.1
N -1.401501 -0.759849 1.676396 0.0 0.3 0.3
C -2.185938 1.425495 1.011963 0.0 -0.2 -0.3
O -2.922755 2.357437 1.158418 -0.1 0.0 0.0
O -1.262924 1.321905 0.058378 0.1 0.0 0.5
H 0.791910 -4.247168 2.518324 0.0 0.0 0.0
H -2.160162 -2.964681 4.065473 0.0 0.0 0.0
H -3.924957 -1.245357 4.486786 0.0 0.0 0.0
H -3.949232 0.845238 3.078647 0.0 0.0 0.0
F 1.931548 0.717276 5.260442 0.0 0.0 0.0
C 2.000314 0.986810 3.951884 0.0 0.0 0.0
C 1.134804 0.324354 3.098178 -0.1 0.0 0.1
C 1.188094 0.593824 1.740046 -0.2 0.2 0.0
C 2.144137 1.496552 1.238887 0.1 -0.1 0.0
C 2.963893 2.151080 2.154669 0.0 -0.1 0.0
F 3.861388 3.053276 1.731959 0.0 0.0 0.0
C 2.914123 1.919122 3.514152 0.0 0.0 0.0
C 2.208172 1.626652 -0.219009 0.0 0.0 0.0
C 3.103387 2.423039 -0.925489 0.0 0.0 0.0
C 3.024709 2.490987 -2.303737 0.0 0.0 0.0
C 2.035524 1.777639 -2.957322 0.0 0.0 0.0
C 1.196308 0.982682 -2.206713 0.0 0.0 -0.1
N 1.293364 0.871692 -0.878922 0.1 -0.1 0.2
H 0.437110 -0.369732 3.547995 0.0 0.0 0.0
H 3.568909 2.441379 4.195592 0.0 0.0 0.0
H 3.842931 2.993600 -0.391852 0.0 0.0 0.0
H 3.718508 3.110243 -2.855745 0.0 0.0 0.0
H 1.904895 1.823002 -4.028658 0.0 0.0 0.0
H 0.409923 0.420751 -2.678685 0.0 0.0 0.0
Cl -1.172541 0.043633 -6.930462 0.0 0.0 0.0
C -1.148267 -0.474076 -5.292020 0.0 0.0 0.0
C -0.186091 -1.398694 -4.881308 0.0 0.0 0.0
C -0.164142 -1.806814 -3.569050 0.0 0.0 0.0
C -1.104014 -1.309331 -2.634964 0.0 0.0 0.1
C -1.066037 -1.722652 -1.282558 -0.3 -0.2 0.0
C -2.067957 -0.377926 -3.087475 0.0 0.1 0.0
C -2.090180 0.036973 -4.398192 0.0 0.0 0.0
H 0.526765 -1.782072 -5.597640 0.0 0.0 0.0
H 0.584466 -2.516137 -3.238525 0.0 0.0 0.0
H -0.463494 -2.589601 -1.043211 0.0 0.0 0.0
H -1.991962 -1.622882 -0.720747 0.0 0.1 0.0
H -2.782756 0.028673 -2.382963 0.0 0.0 0.0
H -2.823191 0.751614 -4.744765 0.0 0.0 0.0
```
Forces are in eV/Å.